# C41H33N5O5PSSc

A molecular structure, C41H33N5O5PSSc in a non-equilibrium geometry (ωB97M-V/def2-TZVPD, OMol25).

```
87
C41H33N5O5PSSc, DFT ωB97M-V/def2-TZVPD
Sc -0.83 -0.06 0.73
C 0.72 3.93 2.26
O -0.33 4.73 1.79
C -1.62 4.19 1.75
C -2.60 5.16 1.72
C -3.95 4.84 1.71
C -4.30 3.51 1.79
C -3.33 2.50 1.79
C -3.77 1.14 1.95
N -3.00 0.15 1.67
N -3.43 -1.13 1.92
C -2.40 -1.89 2.24
O -1.26 -1.43 2.54
C -2.64 -3.35 2.26
C -1.61 -4.20 2.66
C -1.75 -5.57 2.57
C -2.93 -6.12 2.08
C -3.96 -5.28 1.69
C -3.83 -3.91 1.79
C -1.93 2.80 1.72
O -1.03 1.88 1.65
H 1.53 4.63 2.50
H 1.06 3.22 1.50
H 0.45 3.38 3.16
H -2.28 6.20 1.70
H -4.70 5.61 1.68
H -5.35 3.22 1.82
H -4.77 0.97 2.38
H -0.69 -3.75 3.00
H -0.93 -6.22 2.86
H -3.03 -7.19 1.98
H -4.88 -5.70 1.30
H -4.62 -3.25 1.46
C 6.05 0.26 -2.22
C 5.40 -0.88 -2.69
C 4.06 -1.07 -2.43
C 3.34 -0.13 -1.70
C 4.01 0.99 -1.21
C 5.35 1.19 -1.48
P 1.54 -0.14 -1.31
C 1.06 -1.78 -1.95
C 0.00 -1.91 -2.85
C -0.49 -3.17 -3.16
C 0.09 -4.30 -2.61
C 1.17 -4.18 -1.74
C 1.63 -2.92 -1.40
C 1.02 0.92 -2.70
C 1.74 1.12 -3.85
C 1.25 1.97 -4.86
C 0.05 2.60 -4.69
C -0.72 2.41 -3.53
C -1.97 3.04 -3.35
C -2.73 2.71 -2.27
C -2.27 1.79 -1.30
C -0.99 1.22 -1.32
C -0.24 1.54 -2.50
H 7.10 0.41 -2.45
H 5.94 -1.61 -3.27
H 3.55 -1.95 -2.81
H 3.45 1.71 -0.62
H 5.85 2.08 -1.11
H -0.46 -1.03 -3.26
H -1.35 -3.27 -3.80
H -0.29 -5.28 -2.85
H 1.60 -5.06 -1.29
H 2.43 -2.82 -0.68
H 2.70 0.63 -4.00
H 1.83 2.12 -5.76
H -0.34 3.26 -5.46
H -2.31 3.75 -4.10
H -3.70 3.16 -2.12
H -2.97 1.55 -0.52
O -3.19 -2.26 -1.61
N -2.70 -1.30 -1.00
O -1.58 -1.53 -0.39
S 2.80 -2.87 2.55
C 1.68 -2.04 1.76
N 0.94 -1.39 1.14
C 3.61 1.62 4.42
C 3.13 0.43 3.59
C 2.42 0.85 2.40
N 1.89 1.19 1.45
H 4.28 1.27 5.20
H 2.77 2.14 4.88
H 4.15 2.34 3.80
H 2.47 -0.20 4.17
H 3.98 -0.18 3.26
```

Total charge: -2
Frontier orbital gap, eV: 6.352
Spin multiplicity: 1
ΔE to the lowest compared entry with this formula, charge and spin, kcal/mol: 35.74
Maximum force, eV Å⁻¹: 2.11

Population analysis type Mulliken, resulting atomic charges in e: number 1, Sc, carries -1.023; number 2, C, carries -0.481; number 3, O, carries -0.547; number 4, C, carries 0.149; number 5, C, carries -0.563; number 6, C, carries -0.682; number 7, C, carries -0.860; number 8, C, carries 0.692; number 9, C, carries -1.219; number 10, N, carries 1.324; number 11, N, carries -1.152; number 12, C, carries 0.413; number 13, O, carries -0.888; number 14, C, carries 0.533; number 15, C, carries -0.285; number 16, C, carries -0.750; number 17, C, carries -0.269; number 18, C, carries -0.691; number 19, C, carries -0.244; number 20, C, carries 1.094; number 21, O, carries -0.559; number 22, H, carries 0.290; number 23, H, carries 0.002; number 24, H, carries 0.247; number 25, H, carries 0.407; number 26, H, carries 0.343; number 27, H, carries 0.384; number 28, H, carries 0.246; number 29, H, carries 0.393; number 30, H, carries 0.386; number 31, H, carries 0.370; number 32, H, carries 0.343; number 33, H, carries 0.438; number 34, C, carries -0.464; number 35, C, carries -0.672; number 36, C, carries 0.010; number 37, C, carries -0.128; number 38, C, carries -0.266; number 39, C, carries -0.785; number 40, P, carries 2.197; number 41, C, carries 0.567; number 42, C, carries -0.919; number 43, C, carries -0.367; number 44, C, carries -0.640; number 45, C, carries -1.006; number 46, C, carries -0.626; number 47, C, carries 0.163; number 48, C, carries -0.335; number 49, C, carries -0.908; number 50, C, carries -0.750; number 51, C, carries 1.416; number 52, C, carries -1.173; number 53, C, carries -1.117; number 54, C, carries 0.014; number 55, C, carries 1.579; number 56, C, carries -1.589; number 57, H, carries 0.348; number 58, H, carries 0.395; number 59, H, carries 0.391; number 60, H, carries 0.357; number 61, H, carries 0.398; number 62, H, carries 0.351; number 63, H, carries 0.367; number 64, H, carries 0.337; number 65, H, carries 0.371; number 66, H, carries 0.709; number 67, H, carries 0.434; number 68, H, carries 0.363; number 69, H, carries 0.331; number 70, H, carries 0.281; number 71, H, carries 0.448; number 72, H, carries 0.413; number 73, O, carries -0.637; number 74, N, carries 0.254; number 75, O, carries 0.250; number 76, S, carries -0.589; number 77, C, carries 0.366; number 78, N, carries -0.346; number 79, C, carries -1.358; number 80, C, carries -0.457; number 81, C, carries 0.140; number 82, N, carries 0.378; number 83, H, carries 0.410; number 84, H, carries 0.321; number 85, H, carries 0.330; number 86, H, carries 0.262; number 87, H, carries 0.340